45
Properties=species:S:1:pos:R:3 method="wB97M-V/def2-TZVPD" spin_multiplicity=9 e_homo_ev="-17.7 / -18.0" mol_weight_g_mol=770.444 orbital_gap_ev="3.2 / 3.4" relative_energy_kcal_mol=0.0 total_energy_ha=-3082.96092 charge=+4
Pm -5.11064 -6.44602 -3.84174
Ir -1.58565 0.22320 -0.95331
Cl -3.08667 -7.59779 -2.86259
Cl -3.88766 0.17337 -1.06462
C -1.65202 1.39806 -2.30506
C -5.72158 -8.43572 -4.95572
C -7.13882 -5.84369 -5.22376
O -1.59312 2.24120 -3.13743
O -6.02872 -9.41670 -5.51546
O -8.07575 -5.64268 -5.87713
O -0.40001 -0.84914 0.09427
P 0.48574 0.42030 0.60677
C 1.97092 -0.48289 1.10298
C 2.57930 -1.33058 0.16110
C 3.71962 -2.04916 0.51345
C 4.22533 -1.97408 1.81593
C 3.57786 -1.18639 2.77307
C 2.43925 -0.45258 2.43081
C 1.06978 1.72537 -0.56396
C 0.78434 3.08107 -0.32418
C 1.20813 4.04346 -1.23769
C 1.90770 3.67513 -2.38451
C 2.18112 2.32772 -2.62120
C 1.78485 1.34907 -1.71304
C -0.20854 1.29205 2.03922
C 0.58982 2.23456 2.72313
C 0.05555 2.94477 3.79768
C -1.26380 2.72964 4.19720
C -2.04871 1.80384 3.51386
C -1.53761 1.08666 2.43233
H 2.15251 -1.43579 -0.84018
H 4.20718 -2.66791 -0.23936
H 5.11766 -2.53321 2.08148
H 3.95654 -1.13299 3.79455
H 1.90346 0.13273 3.18217
H 0.18835 3.37008 0.54374
H 0.97564 5.08674 -1.04549
H 2.22796 4.43090 -3.09495
H 2.70032 2.02730 -3.52541
H 1.95246 0.28992 -1.91825
H 1.62232 2.42079 2.41202
H 0.67917 3.66712 4.31568
H -1.67994 3.28282 5.03390
H -3.07557 1.62340 3.81688
H -2.16806 0.39605 1.86285



13
Properties=species:S:1:pos:R:3 method="wB97M-V/def2-TZVPD" spin_multiplicity=1 e_homo_ev=-9.0 mol_weight_g_mol=98.101 orbital_gap_ev=9.8 relative_energy_kcal_mol=81.3 total_energy_ha=-344.47233 charge=0
C -1.63637 -0.43414 0.04194
C -0.11477 -0.54758 -0.23187
C 0.07170 0.98244 0.02575
C 1.07934 0.24622 -0.72979
C 1.84954 -0.53621 0.30519
O 2.96821 -0.57809 0.69674
O 0.74478 -1.21760 0.75812
H -1.98609 0.46224 0.60366
H -1.84576 -1.26012 0.70507
H -2.20533 -0.45815 -0.87845
H 0.08508 1.21049 1.08246
H -0.58870 1.59884 -0.58674
H 1.42932 0.55809 -1.69952



92
Properties=species:S:1:pos:R:3 method="wB97M-V/def2-TZVPD" smiles="C#CCc1cnc2ccc(CCP(=O)(OCC)OCC)cc2n1.c1ccccc1.c1ccccc1.c1ccccc1.c1ccccc1" spin_multiplicity=1 e_homo_ev=-8.8 mol_weight_g_mol=644.796 orbital_gap_ev=8.9 relative_energy_kcal_mol=0.0 total_energy_ha=-2265.92522 charge=0
C 7.01779 -5.57189 3.26702
C 7.24756 -5.06891 2.20286
C 7.48322 -4.44941 0.88798
C 6.69938 -3.14878 0.78807
C 7.17508 -2.02171 1.51851
N 6.57143 -0.86741 1.50576
C 5.43051 -0.81533 0.75625
C 4.70318 0.39452 0.69629
C 3.54838 0.49554 -0.02924
C 3.07355 -0.63702 -0.74466
C 1.77917 -0.55692 -1.52858
C 0.57947 -0.18876 -0.63745
P 0.13489 -1.45501 0.57389
O 1.23067 -2.27268 1.11760
O -0.58428 -0.57691 1.72858
C -1.09438 -1.36887 2.82274
C -2.39508 -0.71516 3.32532
O -1.03562 -2.32813 -0.12621
C -0.73837 -3.72246 -0.33480
C -1.58787 -4.21896 -1.52619
C 3.77764 -1.80625 -0.70959
C 4.97562 -1.93324 0.03831
N 5.62549 -3.13758 0.04603
H 6.71438 -5.88828 4.23494
H 8.54744 -4.20892 0.82413
H 7.19817 -5.11700 0.08109
H 8.07807 -2.12176 2.10966
H 5.04893 1.25949 1.24580
H 3.01960 1.43911 -0.03270
H 1.60572 -1.45731 -2.11391
H 1.89458 0.26668 -2.24076
H -0.29768 -0.01979 -1.26765
H 0.76380 0.73571 -0.09031
H -1.26597 -2.39420 2.49689
H -0.36279 -1.39478 3.62889
H -2.45182 0.27682 2.88105
H -3.25051 -1.29477 2.98395
H -2.39883 -0.59848 4.40576
H -1.01952 -4.28907 0.55082
H 0.30731 -3.89590 -0.56544
H -2.48710 -4.73170 -1.19766
H -1.82304 -3.36187 -2.15482
H -0.98891 -4.90680 -2.12292
H 3.40470 -2.66473 -1.25149
C 1.18275 3.38272 -2.56598
C -0.00605 3.25223 -3.27061
C -0.21049 3.99088 -4.42761
C 0.77302 4.86178 -4.87652
C 1.95933 4.99642 -4.16792
C 2.16518 4.25582 -3.01235
H 1.34372 2.80351 -1.66462
H -0.77452 2.57561 -2.91779
H -1.13681 3.88976 -4.97851
H 0.61465 5.43697 -5.78038
H 2.72414 5.67828 -4.51672
H 3.09057 4.35856 -2.46019
C -5.27432 6.11405 -5.08491
C -5.38247 5.84074 -6.44169
C -4.24293 5.78678 -7.23229
C -2.99498 6.00896 -6.66612
C -2.88729 6.28754 -5.31037
C -4.02668 6.33878 -4.51926
H -6.16294 6.15170 -4.46797
H -6.35580 5.66973 -6.88330
H -4.32723 5.57199 -8.28985
H -2.10567 5.96509 -7.28261
H -1.91447 6.46348 -4.86922
H -3.94201 6.55378 -3.46175
C -3.10999 3.73737 2.31529
C -2.14042 3.23317 3.17110
C -2.22670 3.47109 4.53593
C -3.28127 4.21658 5.04478
C -4.24787 4.72574 4.18834
C -4.16301 4.48541 2.82389
H -3.04517 3.54672 1.25155
H -1.31708 2.65222 2.77388
H -1.47173 3.07515 5.20315
H -3.34983 4.40098 6.10920
H -5.06833 5.31009 4.58470
H -4.91778 4.88108 2.15643
C -3.31012 -6.75677 3.27230
C -2.56446 -5.63807 2.92862
C -1.22024 -5.56233 3.27297
C -0.62521 -6.60703 3.96600
C -1.37186 -7.72390 4.31444
C -2.71354 -7.79998 3.96679
H -4.35614 -6.81532 2.99987
H -3.02984 -4.81963 2.39186
H -0.64251 -4.68878 2.99596
H 0.42201 -6.55041 4.23389
H -0.90693 -8.53663 4.85748
H -3.29478 -8.67197 4.23774